Entry 1:
DFT (ωB97M-V/def2-TZVPD) results for one molecule with the formula C5H6O in a non-equilibrium geometry.

Geometry (Å):
O (1.040, -1.746, -0.087)
C (-0.098, 0.191, 0.290)
C (-1.224, 0.363, -0.022)
C (-2.512, 0.214, -0.511)
C (1.061, -0.567, 0.188)
C (2.261, 0.193, 0.484)
H (-2.175, -0.622, -1.248)
H (3.110, -0.456, 0.341)
H (-3.186, -0.243, 0.230)
H (2.356, 1.078, -0.148)
H (-2.769, 1.123, -1.054)
H (2.137, 0.471, 1.536)

Forces on atoms 1 to 2 (eV/Å):
O -0.029 -0.300 -0.051
C -0.495 0.193 0.423

Calculated values
SMILES string: CC#CC(C)=O
Orbital gap in eV: 10.582
F_max in eV/Å: 2.6
E_HOMO in eV: -9.73
ΔE to the lowest compared entry with this formula, charge and spin in kJ/mol: 245.6
Lowest unoccupied orbital energy in eV: 0.855



Entry 2:
DFT (ωB97M-V/def2-TZVPD) results for C3H2FHoO2 as an isolated structure in a non-equilibrium geometry.

Geometry (Å):
Ho (3.250, 0.633, -1.586)
F (1.505, 1.845, -1.340)
O (-0.452, -1.525, -0.084)
O (-2.397, -0.559, -0.933)
C (0.147, -0.645, 0.834)
C (-1.452, -0.508, -0.224)
C (-0.732, 0.370, 0.738)
H (1.053, -0.930, 1.372)
H (-0.923, 1.320, 1.222)

Forces on atoms 1 to 2 (eV/Å):
Ho -2.321 1.592 0.283
F 2.315 -1.584 -0.306

Calculated values
Expectation value of S²: 6.01
Orbital gap (spin up / spin down) in eV: 6.776 / 6.684
F_max in eV/Å: 2.8
E_HOMO (spin up / spin down) in eV: -7.14 / -6.93
Multiplicity: 5
ΔE to the lowest compared entry with this formula, charge and spin in kJ/mol: 0.0
Lowest unoccupied orbital energy (spin up / spin down) in eV: -0.359 / -0.250



Entry 3:
DFT (ωB97M-V/def2-TZVPD) results for a 2-piece molecular cluster, C6H7ClN2 overall in a non-equilibrium geometry.

Geometry (Å):
Cl (-0.777, 0.497, -3.091)
N (-0.640, 1.845, 1.107)
N (-1.957, 1.592, 1.042)
C (-0.196, -1.117, -0.567)
C (1.422, 0.416, 0.186)
C (1.080, -0.811, -0.566)
C (-0.023, 0.781, 0.594)
C (-2.196, 0.381, 0.505)
C (-0.996, -0.116, 0.094)
H (1.826, -1.519, -0.914)
H (-1.091, 0.394, -1.590)
H (-2.623, 2.282, 1.317)
H (-0.633, -1.926, -1.058)
H (1.850, -0.086, 1.086)
H (-3.209, -0.128, 0.213)
H (2.056, 1.143, -0.236)

Forces on atoms 1 to 2 (eV/Å):
Cl -0.857 0.060 2.771
N 1.352 0.458 0.385

Calculated values
SMILES string: C1=Cc2c[nH]nc2C1.Cl
Orbital gap in eV: 9.589
F_max in eV/Å: 4.1
E_HOMO in eV: -8.83
ΔE to the lowest compared entry with this formula, charge and spin in kJ/mol: 152.8
Lowest unoccupied orbital energy in eV: 0.759



Entry 4:
DFT (ωB97M-V/def2-TZVPD) results for CH3BCl2 as an isolated structure in a non-equilibrium geometry.

Geometry (Å):
Cl (1.202, 0.871, -0.467)
Cl (0.956, -1.830, 0.689)
C (0.171, -0.607, -0.234)
B (-0.549, 0.659, 0.344)
H (-0.454, 0.818, 1.503)
H (-1.391, 1.192, -0.267)
H (0.064, -1.103, -1.567)

Forces on atoms 1 to 2 (eV/Å):
Cl 1.493 0.955 -0.475
Cl 0.025 -0.161 0.321

Calculated values
Orbital gap in eV: 11.259
F_max in eV/Å: 5.1
E_HOMO in eV: -10.72
ΔE to the lowest compared entry with this formula, charge and spin in kJ/mol: 176.0
Lowest unoccupied orbital energy in eV: 0.537



Entry 5:
DFT (ωB97M-V/def2-TZVPD) results for one molecule with the formula C20H23N3O4.

Geometry (Å):
O (1.837, 2.299, 0.238)
O (-0.709, -3.688, -1.632)
O (2.241, 0.929, 2.674)
O (-0.765, -0.283, 1.592)
N (-0.471, -2.851, 0.451)
N (-1.096, 1.322, 0.055)
N (-3.413, 0.145, -0.684)
C (1.889, 0.237, -0.881)
C (-1.716, -1.569, -1.224)
C (2.143, 0.232, 3.892)
C (-3.731, 1.800, -2.448)
C (0.572, -3.779, 0.837)
C (2.661, 3.126, 1.035)
C (1.906, -1.144, -0.913)
C (2.166, 0.213, 1.513)
C (-1.788, 1.854, -1.035)
C (2.065, -1.863, 0.261)
C (-1.353, 0.128, 0.602)
C (-2.071, 3.516, -2.736)
C (-1.329, 2.979, -1.696)
C (-0.913, -2.807, -0.820)
C (2.004, 0.929, 0.315)
C (-2.989, 1.240, -1.414)
C (-2.396, -0.722, -0.125)
C (1.944, -3.361, 0.258)
C (-3.273, 2.932, -3.099)
C (2.211, -1.173, 1.457)
H (-0.394, 3.424, -1.390)
H (2.322, -1.741, 2.367)
H (2.013, -3.723, -0.768)
H (3.701, 2.793, 1.005)
H (1.750, 0.812, -1.785)
H (-4.667, 1.343, -2.734)
H (-3.857, 3.354, -3.903)
H (2.100, 0.998, 4.664)
H (-0.545, -2.022, 1.032)
H (1.783, -1.663, -1.852)
H (2.324, 3.153, 2.073)
H (1.230, -0.370, 3.923)
H (0.308, -4.771, 0.464)
H (3.017, -0.404, 4.067)
H (2.587, 4.122, 0.598)
H (0.602, -3.798, 1.927)
H (2.735, -3.825, 0.848)
H (-1.715, 4.392, -3.254)
H (-0.318, 1.860, 0.424)
H (-1.032, -0.932, -1.795)
H (-4.209, -0.341, -1.071)
H (-2.485, -1.915, -1.922)
H (-2.875, -1.384, 0.606)

Forces on atoms 1 to 2 (eV/Å):
O -0.369 -0.441 0.027
O 0.229 -0.268 -0.343

Calculated values
SMILES string: COc1ccc(CCNC(=O)C[C@@H]2Nc3ccccc3NC2=O)cc1OC
Orbital gap in eV: 8.708
F_max in eV/Å: 0.6
E_HOMO in eV: -7.95
ΔE to the lowest compared entry with this formula, charge and spin in kJ/mol: 224.0
Lowest unoccupied orbital energy in eV: 0.760



Entry 6:
DFT (ωB97M-V/def2-TZVPD) results for a 18-piece molecular cluster, C22H78BBrO18 overall in a non-equilibrium geometry.

Geometry (Å):
Br (-0.741, 1.500, 3.304)
O (-7.889, -0.401, 0.489)
O (-3.701, 0.095, -1.404)
O (-7.470, -4.807, 1.220)
O (9.049, 0.398, -6.961)
O (8.846, 2.861, -1.558)
O (-1.786, 1.814, 0.761)
O (-2.638, 4.447, 4.611)
O (0.398, -5.266, -1.014)
O (-4.181, -8.190, 4.632)
O (-3.911, 2.298, -5.965)
O (8.911, 4.348, -4.474)
O (-1.305, -1.886, 2.512)
O (-2.657, -5.507, 0.061)
O (6.025, 1.437, -1.178)
O (-0.887, 1.529, -5.700)
O (-5.249, 1.003, 2.267)
O (-4.367, -5.075, 3.789)
O (8.359, 4.989, 2.165)
C (1.265, -6.188, -0.364)
C (-5.598, -4.636, 4.363)
C (4.102, 2.454, 1.005)
C (-2.871, -6.243, 1.267)
C (-0.023, 0.604, -5.053)
C (-4.140, 3.639, -6.384)
C (-2.503, -0.329, -2.045)
C (8.893, -0.343, -5.756)
C (9.459, 3.602, -5.560)
C (-1.613, -2.239, 1.170)
C (6.501, 0.283, -0.500)
C (1.809, 3.254, 1.795)
C (8.207, 6.338, 1.735)
C (-5.447, -0.333, 2.725)
C (3.287, 3.704, 1.483)
C (-0.845, 3.873, 1.459)
C (-3.845, 4.272, 3.874)
C (-7.786, -3.430, 1.414)
C (-9.125, 0.012, 1.058)
C (8.543, 3.356, -0.252)
C (-5.472, -8.775, 4.744)
C (-1.225, 2.401, 1.588)
B (0.703, 4.039, 0.973)
H (-1.785, 1.351, -5.396)
H (-1.511, 4.402, 0.756)
H (8.682, 5.012, 3.071)
H (-1.893, -3.290, 1.135)
H (-5.208, 3.802, -6.552)
H (5.081, 2.774, 0.607)
H (3.567, 1.920, 0.199)
H (-5.932, -3.717, 3.875)
H (-1.078, -0.951, 2.480)
H (-9.493, 0.908, 0.552)
H (-1.917, -6.616, 1.651)
H (-0.496, -5.447, -0.704)
H (7.507, 0.462, -0.113)
H (0.938, 4.697, 0.016)
H (-1.686, -0.352, -1.319)
H (-3.721, -4.373, 3.932)
H (9.169, 6.855, 1.771)
H (7.842, 6.333, 0.710)
H (-8.999, 0.218, 2.125)
H (-7.574, -3.143, 2.449)
H (1.214, -6.053, 0.720)
H (7.485, 6.856, 2.371)
H (-1.980, 3.861, 4.221)
H (1.584, 3.268, 2.881)
H (9.412, 3.863, 0.166)
H (-0.929, 4.390, 2.439)
H (8.863, 3.764, -6.460)
H (-4.185, 3.236, 3.946)
H (7.700, 4.048, -0.306)
H (8.012, 4.030, -4.336)
H (-2.259, 0.362, -2.857)
H (3.724, 3.973, 2.464)
H (8.425, 0.300, -5.013)
H (8.256, -1.214, -5.929)
H (-4.395, 2.167, -5.143)
H (9.079, 3.621, -2.106)
H (1.684, 2.183, 1.498)
H (-6.345, -0.365, 3.339)
H (-9.848, -0.792, 0.932)
H (-4.449, 0.999, 1.728)
H (-2.654, -1.327, -2.451)
H (2.283, -6.000, -0.700)
H (5.830, 0.069, 0.330)
H (-4.254, -7.452, 4.015)
H (0.987, -7.214, -0.621)
H (9.473, 2.539, -5.313)
H (-7.264, 0.324, 0.611)
H (-6.530, -4.914, 1.404)
H (-0.737, -2.077, 0.535)
H (-6.187, -8.041, 5.127)
H (4.262, 1.748, 1.843)
H (-3.776, 4.338, -5.626)
H (6.516, -0.574, -1.179)
H (3.340, 4.525, 0.753)
H (-2.448, -1.627, 0.816)
H (-5.571, -0.999, 1.868)
H (-3.548, -7.080, 1.077)
H (-3.537, 0.978, -1.055)
H (-3.601, 3.806, -7.313)
H (-0.081, 0.738, -3.969)
H (-3.689, 4.538, 2.824)
H (10.477, 3.943, -5.735)
H (-5.806, -9.140, 3.769)
H (0.997, 0.789, -5.385)
H (-5.413, -9.611, 5.438)
H (-4.588, -0.651, 3.323)
H (6.632, 1.610, -1.908)
H (-0.310, -0.417, -5.319)
H (-2.264, -6.113, -0.577)
H (-6.345, -5.413, 4.214)
H (-4.603, 4.927, 4.298)
H (-8.845, -3.285, 1.212)
H (-7.203, -2.812, 0.733)
H (9.464, -0.186, -7.604)
H (9.869, -0.668, -5.384)
H (8.277, 2.516, 0.385)
H (-5.470, -4.459, 5.433)
H (-3.318, -5.577, 2.001)

Forces on atoms 1 to 2 (eV/Å):
Br -0.122 0.272 -0.227
O -0.014 0.093 -0.003

Calculated values
Orbital gap in eV: 9.858
F_max in eV/Å: 2.7
E_HOMO in eV: -10.03
Lowest unoccupied orbital energy in eV: -0.168